(1)
Computed, not measured: a molecular structure, C33H27AsNO5PPd, with ωB97M-V/def2-TZVPD.

Last column: Mulliken charge in e.
Geometry (Å):
Pd -0.198 0.673 0.416  0.19
O 5.190 2.819 1.907  -0.52
C 3.981 2.298 1.622  1.12
C 3.449 1.213 2.317  -0.37
C 2.202 0.755 1.959  -0.21
N 1.532 1.335 0.972  -0.25
C 2.024 2.366 0.286  0.10
C 3.257 2.889 0.584  -0.56
C 1.098 2.841 -0.815  0.49
O 1.344 3.825 -1.470  -0.65
O 0.049 2.069 -0.967  -0.65
C 1.468 -0.409 2.601  0.14
O 1.961 -0.977 3.556  -0.71
O 0.345 -0.667 2.020  -0.23
H 5.591 2.339 2.640  0.31
H 3.966 0.713 3.127  0.46
H 3.637 3.730 0.022  0.57
C -4.212 0.175 -0.319  -1.34
C -5.134 -0.714 0.502  -0.51
As -6.943 0.079 0.638  0.26
C -6.399 1.701 1.582  -0.16
C -6.545 2.922 0.931  -0.33
C -6.138 4.102 1.544  -0.57
C -5.592 4.065 2.818  -0.50
C -5.444 2.848 3.474  -0.66
C -5.839 1.671 2.859  0.21
C -7.546 -0.931 2.194  0.06
C -7.000 -2.154 2.569  0.03
C -7.487 -2.832 3.681  -0.73
C -8.525 -2.296 4.425  -0.41
C -9.087 -1.082 4.048  -0.62
C -8.604 -0.409 2.937  -0.30
P -2.418 -0.184 -0.033  0.44
C -2.409 0.136 1.772  0.78
C -2.523 -0.820 2.778  -0.33
C -2.397 -0.461 4.110  -1.17
C -2.145 0.859 4.456  -0.55
C -2.048 1.825 3.466  -1.29
C -2.186 1.471 2.132  0.01
C -2.270 -1.980 -0.296  1.01
C -1.326 -2.747 0.387  -0.23
C -1.166 -4.089 0.070  -0.88
C -1.923 -4.673 -0.936  -0.53
C -2.847 -3.910 -1.633  -0.72
C -3.017 -2.570 -1.315  -0.60
H -4.328 1.233 -0.072  0.59
H -4.426 0.078 -1.386  0.64
H -4.766 -0.850 1.517  0.06
H -5.229 -1.695 0.039  0.76
H -6.984 2.955 -0.059  0.36
H -6.256 5.047 1.029  0.42
H -5.283 4.982 3.302  0.41
H -5.014 2.815 4.467  0.43
H -5.721 0.728 3.381  0.33
H -6.190 -2.596 2.001  0.35
H -7.050 -3.782 3.964  0.38
H -8.898 -2.821 5.296  0.38
H -9.904 -0.661 4.620  0.38
H -9.048 0.539 2.654  0.37
H -2.676 -1.861 2.520  0.58
H -2.475 -1.220 4.879  0.46
H -2.031 1.135 5.497  0.48
H -1.861 2.859 3.727  0.48
H -2.172 2.247 1.375  0.53
H -0.717 -2.310 1.168  0.45
H -0.436 -4.676 0.613  0.46
H -1.787 -5.718 -1.182  0.38
H -3.434 -4.353 -2.427  0.41
H -3.737 -1.986 -1.877  0.33

Output
**ΔE to the lowest compared entry with this formula, charge and spin**: 25.68 kcal/mol
**Orbital gap**: 8.061 eV

---

(2)
Computed, not measured: a molecular structure, C33H27BrClN6O2ReSe, with ωB97M-V/def2-TZVPD.

Last column: Mulliken charge in e.
Geometry (Å):
Re 1.085 -0.217 -0.407  1.60
C 4.000 -0.750 1.053  -1.16
O 2.910 0.139 0.753  -0.57
C 3.023 1.472 1.162  0.45
C 4.201 2.042 1.601  -0.60
C 4.195 3.389 1.947  -0.88
C 3.029 4.137 1.864  -0.72
C 1.846 3.545 1.449  -0.59
C 1.846 2.210 1.088  0.60
N 0.696 1.476 0.678  1.17
N -0.406 1.852 1.213  -1.16
C -1.418 0.977 1.294  0.05
C -1.141 -0.415 1.422  1.08
O 0.025 -0.928 1.169  -0.88
C -2.148 -1.259 1.973  -0.90
C -3.384 -0.776 2.232  -0.93
C -3.733 0.598 2.021  0.83
C -5.033 1.068 2.260  -0.95
C -5.338 2.393 2.069  -0.62
C -4.347 3.280 1.632  -0.70
C -3.068 2.837 1.384  -0.72
C -2.742 1.490 1.580  0.61
H 4.190 -0.743 2.125  0.34
H 3.686 -1.734 0.725  0.42
H 4.890 -0.442 0.506  0.36
H 5.113 1.467 1.675  0.47
H 5.113 3.851 2.282  0.46
H 3.038 5.184 2.131  0.44
H 0.921 4.103 1.399  0.58
H -1.893 -2.298 2.129  0.62
H -4.152 -1.442 2.607  0.41
H -5.791 0.371 2.596  0.43
H -6.342 2.753 2.250  0.41
H -4.592 4.323 1.479  0.41
H -2.312 3.521 1.022  0.46
Cl 2.161 5.644 -1.648  -0.17
C 2.131 3.933 -1.840  0.38
C 0.946 3.301 -2.151  -1.10
C 0.940 1.919 -2.313  0.17
C 2.108 1.159 -2.122  0.27
C 2.089 -0.312 -2.259  -1.35
C 3.300 1.853 -1.796  -0.50
C 3.325 3.216 -1.682  -0.93
H 0.042 3.876 -2.294  0.54
H 0.030 1.431 -2.631  0.58
H 3.082 -0.757 -2.269  0.48
H 1.464 -0.665 -3.076  0.62
H 4.216 1.288 -1.670  0.46
H 4.241 3.745 -1.461  0.49
N 1.595 -4.412 -1.253  0.10
C 1.631 -4.477 0.118  -0.93
C 1.503 -3.199 0.553  -0.60
N 1.395 -2.360 -0.544  0.33
C 1.435 -3.134 -1.609  -0.86
H 1.552 -5.190 -1.889  0.28
H 1.744 -5.403 0.651  0.45
H 1.462 -2.824 1.559  0.66
H 1.320 -2.816 -2.629  0.53
Se -3.380 0.013 -2.384  -0.09
C -1.747 -0.250 -1.793  0.02
N -0.660 -0.381 -1.375  0.34
Br -1.237 -3.460 -3.978  -0.13
C -2.221 -3.712 -2.364  0.21
C -3.602 -3.599 -2.422  -0.62
C -4.298 -3.808 -1.246  -0.29
C -3.593 -4.111 -0.088  -0.68
C -2.216 -4.190 -0.159  -0.27
N -1.525 -3.993 -1.286  -0.04
H -4.098 -3.348 -3.346  0.46
H -5.376 -3.729 -1.235  0.41
H -4.102 -4.290 0.849  0.46
H -1.626 -4.433 0.718  0.52

Output
**Net charge**: +1
**Spin multiplicity**: 2
**ΔE to the lowest compared entry with this formula, charge and spin**: 12.93 kcal/mol
**Orbital gap (alpha / beta)**: 6.044 / 6.005 eV

---

(3)
Computed, not measured: a molecular structure, C33H27BrI2IrN6O7, with ωB97M-V/def2-TZVPD.

Last column: Mulliken charge in e.
Geometry (Å):
Ir 0.034 0.396 0.301  4.24
I 6.899 -2.625 1.295  0.30
C 4.912 -2.296 0.832  -0.38
C 3.940 -3.227 1.228  -0.22
C 2.624 -2.961 0.964  -0.26
I 1.131 -4.272 1.579  0.21
C 2.209 -1.741 0.318  0.55
O 0.942 -1.501 0.204  -0.47
C 3.231 -0.867 -0.148  -0.09
C 2.924 0.366 -0.936  -1.14
N 1.537 0.452 -1.379  -0.93
C 1.266 1.586 -2.266  -1.24
C -0.162 1.987 -2.174  0.77
C -0.612 3.148 -2.769  -0.95
C -1.933 3.522 -2.606  -0.51
C -2.789 2.688 -1.896  -0.92
C -2.275 1.534 -1.351  -0.35
N -0.975 1.199 -1.465  -0.27
C 4.547 -1.141 0.140  -0.54
H 4.226 -4.146 1.721  0.45
H 3.600 0.388 -1.793  0.87
H 3.142 1.250 -0.337  0.29
H 1.266 -0.409 -1.846  0.40
H 1.500 1.328 -3.300  0.74
H 1.893 2.433 -1.989  0.42
H 0.080 3.767 -3.327  0.48
H -2.288 4.458 -3.017  0.46
H -3.834 2.934 -1.761  0.50
H -2.910 0.844 -0.810  0.65
H 5.314 -0.443 -0.182  0.56
C 1.754 -1.105 3.467  -1.30
C 2.106 0.206 2.861  -0.16
N 1.468 0.820 1.878  0.13
C 2.050 2.051 1.692  -0.71
C 3.082 2.180 2.565  0.62
N 3.097 1.012 3.284  -0.05
C 4.143 3.200 2.827  0.47
O 4.098 4.304 2.119  -0.55
O 4.980 2.941 3.649  -0.57
C 1.401 3.009 0.784  0.80
O 1.904 4.102 0.546  -0.91
O 0.261 2.592 0.338  -0.69
H 0.892 -1.528 2.955  -0.09
H 1.507 -0.968 4.520  0.52
H 2.591 -1.803 3.408  0.38
H 3.764 0.850 4.031  0.30
H 3.327 4.334 1.501  0.40
C -2.651 -2.641 0.255  -1.11
O -2.211 -1.353 0.695  -0.05
C -3.105 -0.569 1.358  0.67
C -4.412 -0.920 1.598  -0.60
C -5.249 -0.023 2.259  -0.92
Br -7.028 -0.524 2.619  -0.16
C -4.811 1.210 2.627  -0.83
C -3.481 1.593 2.386  0.86
C -2.582 0.679 1.815  -0.15
O -1.272 0.977 1.743  -0.70
C -3.015 2.929 2.712  0.04
N -1.811 3.425 2.431  0.48
C -1.727 4.753 2.852  0.73
C -0.701 5.683 2.764  -0.53
C -0.963 6.937 3.280  -0.75
C -2.203 7.243 3.861  -0.51
C -3.219 6.314 3.944  -1.05
C -2.953 5.055 3.424  0.18
N -3.721 3.894 3.313  -0.05
H -3.475 -2.551 -0.454  0.43
H -2.958 -3.256 1.102  0.36
H -1.795 -3.101 -0.228  0.25
H -4.807 -1.881 1.294  0.59
H -5.512 1.888 3.098  0.52
H -1.115 2.888 1.929  -0.03
H 0.245 5.444 2.292  0.52
H -0.198 7.702 3.234  0.46
H -2.366 8.239 4.251  0.41
H -4.170 6.568 4.394  0.44
H -4.661 3.789 3.655  0.25

Output
**Net charge**: +2
**Spin multiplicity**: 2
**ΔE to the lowest compared entry with this formula, charge and spin**: 0.00 kcal/mol
**Orbital gap (alpha / beta)**: 7.000 / 4.219 eV

---

(4)
Computed, not measured: a molecular structure, C33H27N6OS2Zn, with ωB97M-V/def2-TZVPD.

Last column: Mulliken charge in e.
Geometry (Å):
Zn -0.390 0.217 -0.127  0.46
C 0.003 -2.084 2.865  -1.22
C -0.658 -0.762 2.624  0.77
N 0.046 0.217 2.135  -0.34
N -0.329 1.470 2.445  0.00
C -0.493 2.464 1.678  0.25
S -0.638 2.568 -0.030  -0.47
S -0.617 4.047 2.467  -0.14
C -0.104 3.694 4.202  -1.02
C 1.374 3.802 4.382  0.48
C 2.180 2.670 4.380  -0.01
C 3.545 2.779 4.588  -0.72
C 4.123 4.020 4.794  -0.35
C 3.333 5.158 4.767  -0.53
C 1.969 5.047 4.561  -0.42
C -2.084 -0.631 2.878  0.22
C -2.716 -1.057 4.038  -0.68
C -4.088 -0.995 4.173  -0.72
C -4.855 -0.527 3.110  -0.43
C -4.258 -0.118 1.944  -0.62
C -2.852 -0.128 1.775  0.40
O -2.330 0.248 0.671  -0.81
H 0.953 -1.941 3.377  0.30
H -0.656 -2.711 3.460  0.43
H 0.211 -2.606 1.933  0.05
H -0.620 4.444 4.800  0.54
H -0.477 2.696 4.421  0.30
H 1.730 1.701 4.222  0.29
H 4.158 1.887 4.599  0.39
H 5.188 4.101 4.968  0.36
H 3.781 6.132 4.917  0.36
H 1.352 5.935 4.545  0.36
H -2.119 -1.417 4.869  0.41
H -4.560 -1.303 5.094  0.38
H -5.935 -0.489 3.206  0.36
H -4.847 0.239 1.111  0.42
C 1.706 3.549 -4.725  -0.39
C 2.141 2.236 -4.793  -0.66
C 2.262 1.477 -3.649  0.08
C 1.902 1.996 -2.394  -0.23
C 1.491 3.333 -2.337  -0.51
C 1.394 4.089 -3.487  -0.73
N 1.792 1.128 -1.344  0.05
C 2.740 0.412 -0.817  0.40
C 4.132 0.761 -0.798  -0.56
C 5.066 -0.078 -0.280  -0.56
C 4.709 -1.344 0.246  -0.69
C 3.401 -1.717 0.275  -0.80
C 2.389 -0.858 -0.216  0.56
N 1.114 -1.201 -0.311  1.40
N 0.750 -2.443 -0.157  -1.40
C -0.535 -2.676 -0.514  0.31
C -1.009 -3.998 -0.416  -0.62
C -2.278 -4.279 -0.851  -0.29
C -3.063 -3.239 -1.346  -0.67
C -2.535 -1.960 -1.369  -0.31
N -1.304 -1.682 -0.986  0.16
H 1.593 4.135 -5.627  0.37
H 2.376 1.793 -5.753  0.34
H 2.582 0.445 -3.714  0.40
H 1.225 3.762 -1.386  0.60
H 1.050 5.113 -3.425  0.38
H 4.406 1.738 -1.175  0.48
H 6.108 0.217 -0.256  0.40
H 5.485 -1.998 0.625  0.39
H 3.081 -2.666 0.681  0.44
H -0.359 -4.745 0.006  0.44
H -2.667 -5.286 -0.798  0.39
H -4.069 -3.419 -1.688  0.38
H -3.124 -1.114 -1.697  0.40

Output
**Net charge**: -1
**Orbital gap (alpha / beta)**: 5.757 / 5.549 eV

---

no.,E_tot (eV),largest force on an atom (Eh/bohr)
1,-119994.7600,0.028
2,-197730.6685,0.004
3,-147002.9699,0.130
4,-115736.7880,0.031